Entry 1:
# C4H2BaO6

A molecular structure, C4H2BaO6 at a distorted geometry (ωB97M-V/def2-TZVPD, OMol25).

Each line ends with the natural charge from an NBO analysis.
Cartesian coordinates (Å):
1 Ba -4.726 -2.026 0.731  1.963
2 O 2.527 1.925 0.374  -0.432
3 O 2.407 0.151 -0.705  -0.367
4 O -0.451 -0.570 -0.621  -0.438
5 O -2.061 -2.104 -0.417  -0.753
6 O -2.442 -0.104 0.409  -0.779
7 O 0.906 1.716 -1.092  -0.516
8 C 1.655 -0.045 0.347  0.465
9 C -1.732 -0.934 -0.181  0.960
10 C 2.123 1.617 -0.766  0.979
11 C 0.226 0.356 0.024  0.388
12 H -0.309 0.870 0.840  0.263
13 H 1.877 -0.852 1.057  0.267

As for the lowest unoccupied orbital energy: -0.3381 Ha. The net charge is +2. Its orbital gap is 0.316 hartree.

Entry 2:
# C4H2ClN

A single C4H2ClN molecule at a distorted geometry (ωB97M-V/def2-TZVPD, OMol25).

Each line ends with the natural charge from an NBO analysis.
Cartesian coordinates (Å):
1 Cl -0.922 2.014 -0.320  0.031
2 N -2.194 -1.414 -0.502  -0.261
3 C -0.526 0.425 0.450  -0.356
4 C 1.867 -0.270 -0.435  -0.162
5 C 0.853 -0.017 0.115  -0.047
6 C -1.463 -0.649 0.023  0.258
7 H 2.869 -0.517 -0.874  0.260
8 H -0.484 0.428 1.542  0.277

As for the SMILES: C#C[C@@H](Cl)C#N. As for the lowest unoccupied orbital energy: 0.0057 Ha. The net charge is 0. The value obtained for the energy relative to the best compared isomer or geometry (same formula, charge and spin) is 0.655 eV. Its orbital gap is 0.418 hartree.